1.
This record from the Open Molecules 2025 dataset describes a 13-piece molecular cluster, C4H36N3O12 overall. The level of theory is ωB97M-V with the def2-TZVPD basis set.

The geometry in XYZ format:
```
55
Properties=species:S:1:pos:R:3:forces:R:3:nbo_charge:R:1
H -3.21482 2.64100 -2.62951 -0.482 0.592 -0.285 0.4909
H -0.60140 0.28811 4.08901 0.074 0.567 -1.068 0.4980
H 0.22823 -2.66915 4.37235 -1.812 -3.866 -1.354 0.4632
H 1.55081 1.21460 0.68732 6.330 -4.255 0.490 0.4878
H -0.24429 0.97197 1.80461 -1.309 -1.405 0.083 0.5008
H 1.37226 -0.65146 0.70084 -1.618 -0.562 -0.824 0.1953
C 0.59837 -1.14826 0.01181 -0.731 1.006 2.210 -0.6378
H 2.79015 -1.11473 4.38610 -0.069 1.506 -1.908 0.5349
H -0.03452 -0.37198 -0.55115 1.179 -1.113 0.791 0.2217
H -3.74376 -1.73993 0.28691 -0.439 -1.022 1.178 0.4713
H 1.59516 2.37563 -1.56688 1.042 0.735 1.748 0.4120
H 1.92130 0.60079 3.14945 -0.749 1.633 0.573 0.5081
H 2.59477 -2.05489 -2.61811 -0.572 0.869 0.659 0.2280
H -2.44108 -1.38022 -3.84910 2.032 -1.307 -0.368 0.5236
H 2.23504 -2.61983 -0.46343 -1.268 0.373 0.320 0.2299
H 0.42937 2.83015 -2.76807 1.155 -1.258 0.915 0.4217
H 2.03774 -1.18282 3.11401 -0.373 -0.379 -0.183 0.5050
N -0.28937 0.48792 -3.24503 2.434 1.480 1.798 -0.7874
O -1.15496 0.61389 1.97748 0.137 2.512 0.812 -1.0160
O -2.89943 -1.41553 -0.00330 -0.379 0.628 -0.463 -0.9533
H -1.48378 -2.73812 -4.09444 -0.460 1.577 0.005 0.4982
N 1.12647 2.14071 -2.37904 -2.688 -1.095 -2.406 -0.7727
H -1.11906 1.07567 -3.22038 0.539 0.729 0.295 0.4415
C 1.69827 -1.50956 -2.20004 -0.595 -2.113 -3.713 -0.2465
H -1.29005 -0.22596 1.60244 0.050 -1.525 -1.160 0.4847
H -0.00339 -1.42083 4.95339 0.882 0.255 -0.311 0.5050
H 1.20702 1.90850 3.73165 -0.136 1.860 3.355 0.4793
H 3.82204 0.23856 1.65064 -0.602 0.367 -0.798 0.5131
O -1.80566 2.72564 -0.01106 0.515 -0.552 1.918 -0.9637
O -1.51042 -1.74597 -4.12651 -1.552 -0.599 0.348 -1.0177
O 1.31565 1.41507 2.98514 0.783 -2.496 -2.710 -1.0367
N 1.93673 -0.06594 -2.35812 -1.395 0.061 2.104 -0.5755
H -2.39640 2.28615 -1.34430 0.266 0.271 0.214 0.5110
H 0.43229 -2.89490 -1.06371 2.364 0.857 0.116 0.2302
O 3.43045 0.69233 0.86117 1.347 0.201 0.512 -0.9921
H -0.84524 2.65908 0.17315 -0.446 0.091 -0.713 0.5017
O 0.84023 1.69414 0.58810 -5.741 2.238 -6.286 -0.9536
C 1.30171 -2.12585 -0.84093 -1.049 -1.593 -2.300 -0.4441
H -4.04340 0.20337 -3.02334 -0.227 -0.569 -0.211 0.4912
H -2.83527 0.17880 -2.25363 0.283 -0.036 -0.094 0.4982
H 2.57591 0.19001 -1.56419 -0.698 0.605 -1.313 0.4175
O 2.72627 -0.62243 3.48570 0.878 -1.776 1.841 -0.9675
O -2.63253 1.99427 -2.25597 0.403 -0.550 -0.445 -1.0322
H 0.83544 2.13035 1.35303 0.209 3.307 4.970 0.4853
H -1.86268 -0.59924 3.85447 -0.220 0.293 -0.697 0.4907
H -2.11512 2.16630 0.74824 -0.005 0.398 -0.694 0.5167
H 0.94384 -1.81292 -3.04134 0.972 0.713 1.683 0.2172
H -0.54554 -0.43079 -3.47210 0.042 -2.149 -0.562 0.4447
O -3.40269 -0.45860 -2.71737 -0.527 0.432 0.068 -0.9682
H -0.16815 -1.75240 0.58440 0.954 1.033 -0.033 0.2334
O 0.75050 -1.98089 4.61812 1.265 3.009 1.577 -0.9992
H 4.05971 1.43120 0.69472 -0.648 -0.688 0.154 0.4930
H -3.31839 -0.90708 -0.71495 0.875 0.217 -0.542 0.4767
C 0.86038 0.79983 -2.57151 0.103 1.045 -1.533 0.6970
O -1.21471 -0.31376 4.48325 -0.323 -0.554 2.241 -0.9542
```
Forces are in eV/Å.

charge = +1
ΔE to the lowest compared entry with this formula, charge and spin = 74.3 kcal per mole



2.
This record from the Open Molecules 2025 dataset describes a 2-piece molecular cluster, C5H14N4O overall. The level of theory is ωB97M-V with the def2-TZVPD basis set.

The geometry in XYZ format:
```
24
Properties=species:S:1:pos:R:3:forces:R:3:nbo_charge:R:1
H -3.45259 3.68206 -0.45237 0.449 0.899 -2.271 0.2690
N -2.43375 1.39916 -2.23891 1.135 -1.273 -2.456 -0.7054
H 2.26827 -4.44449 0.46023 0.314 -0.371 -1.882 0.2555
N -1.38201 2.47093 -0.53699 2.629 0.370 2.212 -0.2259
H -3.94339 3.26348 -2.13634 -0.949 0.322 -0.605 0.2556
H 3.54347 -1.16760 1.79326 0.045 2.507 0.979 0.2309
H -1.72307 0.66594 -2.28122 -0.538 -0.018 0.111 0.4134
H 1.95898 -4.40833 2.09176 -0.007 1.211 -0.543 0.2509
C 3.47103 -2.10245 1.38598 -2.106 0.308 -0.629 -0.3725
H -0.50723 -0.57122 1.73583 -2.349 1.235 2.229 0.4463
H 0.08639 1.32796 -0.90517 0.998 0.109 -0.842 0.4866
H -2.57177 4.43900 -2.05383 -0.562 0.465 0.459 0.2767
O -0.52752 1.44500 -0.19369 -1.145 -0.066 0.680 -0.5183
H 4.03038 -2.15294 0.53016 1.156 -0.316 -2.336 0.2396
C -3.12034 3.62765 -1.57462 0.838 -1.167 2.019 -0.6537
H 0.52698 -3.98337 1.16120 2.552 0.160 -0.914 0.2520
H -2.81203 1.62773 -3.16778 -0.218 -0.478 0.630 0.4408
C 1.09600 -1.66332 1.27692 -0.930 1.487 -0.267 0.7808
C -2.17748 2.44304 -1.51838 -2.876 1.477 0.087 0.5291
C 1.70735 -3.86604 1.12710 -3.106 -1.927 3.097 -0.4375
H -1.30819 3.28996 0.06844 0.068 -0.360 -0.202 0.4321
H 3.77071 -2.77041 2.06972 1.577 -2.432 2.485 0.2301
N 0.20172 -0.87775 1.18531 3.799 -2.708 -2.076 -0.5158
N 2.06775 -2.46632 1.16079 -0.774 0.565 0.037 -0.3604
```
Forces are in eV/Å.

charge = +2
ΔE to the lowest compared entry with this formula, charge and spin = 55.2 kcal per mole



3.
This record from the Open Molecules 2025 dataset describes C7H4N2O4Pb as an isolated structure. The level of theory is ωB97M-V with the def2-TZVPD basis set.

The geometry in XYZ format:
```
18
Properties=species:S:1:pos:R:3:forces:R:3:nbo_charge:R:1
O -0.00131 -1.65451 -2.93500 0.007 2.638 3.671 -0.3016
N 0.00004 1.02469 1.98022 0.001 0.720 0.470 -0.6402
C -0.01208 0.29056 3.15024 0.005 0.794 0.341 -0.0911
C 0.01020 2.31697 2.30829 -0.009 -0.440 1.020 0.1967
O 0.02968 3.71323 -1.98596 -0.039 -4.402 2.377 -0.2717
H 0.02111 3.15057 1.61659 -0.001 -0.029 0.236 0.2217
C 0.01902 2.70447 -1.41916 0.056 9.265 -4.836 0.4423
H 0.01090 3.34635 4.13222 -0.005 -0.525 0.032 0.4662
O -2.84366 -1.43071 0.77675 2.327 1.297 -0.531 -0.3305
Pb 0.00755 0.69981 -0.33719 0.010 -1.537 3.134 1.1458
C 1.85671 -0.92747 0.53012 3.004 -1.976 0.728 0.5009
H -0.02157 -0.78701 3.12673 -0.001 0.052 0.217 0.2428
O 2.81093 -1.48230 0.80045 -2.342 1.368 -0.562 -0.3310
C -1.87776 -0.89387 0.51381 -2.994 -1.882 0.685 0.5014
C -0.00056 -1.02219 -1.97098 -0.025 -5.295 -5.853 0.4632
H -0.01602 0.96643 5.27156 0.003 0.190 -0.087 0.2751
C -0.00917 1.16109 4.20982 0.007 0.378 -0.746 -0.0214
N 0.00509 2.44578 3.65149 -0.004 -0.616 -0.298 -0.4686
```
Forces are in eV/Å.

charge = +2



4.
This record from the Open Molecules 2025 dataset describes C10H32AgO11 as an isolated structure. The level of theory is ωB97M-V with the def2-TZVPD basis set.

The geometry in XYZ format:
```
54
Properties=species:S:1:pos:R:3:forces:R:3:nbo_charge:R:1
H 0.89859 2.50656 -1.22469 -0.120 -0.343 0.491 0.4861
H 2.93159 0.72256 -2.60969 0.427 0.910 -0.378 0.1658
O -1.64941 2.66056 4.68431 -3.132 3.552 1.879 -0.7223
H 3.41159 0.93656 0.12331 0.509 1.049 -0.621 0.4920
H -0.69741 3.76056 0.25731 -0.203 -0.611 -0.219 0.1870
H 1.70359 0.34756 -5.94269 -0.917 -0.376 -1.656 0.4798
H -1.41341 -2.81944 3.14931 -0.240 -0.168 0.552 0.2027
H -0.87641 -0.44644 -2.46669 -0.404 -0.615 0.281 0.1943
H -1.79641 1.40156 1.13131 0.568 0.292 1.105 0.1795
C -0.85141 2.87256 -0.39469 0.850 -2.387 1.680 -0.1035
H -0.20041 -2.58644 -3.55769 1.271 0.178 -0.155 0.1871
C -1.16541 -2.49644 -3.14069 -2.449 -0.213 -0.753 -0.0916
H -0.67141 -2.99944 1.58031 -0.014 -0.748 -1.083 0.1751
H -1.90141 0.95856 -0.50369 -0.033 0.171 -0.378 0.1502
H -0.32741 2.78556 2.34831 -0.366 -0.589 0.373 0.1846
O 0.36459 2.10356 -0.51569 0.412 1.083 -0.929 -0.7608
H 2.37259 -1.78944 -1.86569 0.080 -1.393 -0.180 0.4744
H -2.80941 3.37456 -0.34369 -0.073 2.193 -1.014 0.4590
O -3.06141 2.58956 0.06331 -1.999 -2.184 1.403 -0.6942
H 0.61159 2.98456 3.76631 -0.536 -1.573 -0.155 0.1959
H 0.67559 0.50656 -3.68469 0.938 -0.380 -0.131 0.1539
H 0.78559 -1.41944 3.75731 -0.838 0.765 -0.342 0.1776
C -1.89341 1.83056 0.16131 0.501 1.756 -1.858 -0.0634
O 2.16459 -0.87644 -1.83569 -0.496 0.821 0.029 -0.7441
O -0.51641 -1.73344 -0.93869 0.291 -0.385 0.532 -0.7387
H -2.31841 -1.25044 -1.74669 -0.211 0.042 -0.348 0.1646
C 0.01559 2.18156 3.20931 0.503 0.662 -0.143 -0.0878
C -0.74741 -2.38244 2.43331 1.173 2.816 0.664 -0.0900
H -0.99341 1.06556 4.90231 1.944 -2.961 0.202 0.1801
O 0.79659 1.12256 2.65231 -0.101 0.927 -0.278 -0.7552
H 3.39559 -0.53044 0.36731 0.477 -0.935 -0.516 0.4844
C -1.14041 1.59256 4.01031 0.661 1.209 -0.004 -0.0973
H 1.34559 0.79456 3.34531 0.690 -0.426 0.667 0.4755
O 1.56159 -1.93144 1.92731 2.480 0.324 -0.544 -0.7650
O -2.00041 -2.20344 -4.31769 -0.708 -0.158 1.701 -0.7160
H 2.49359 -1.75944 2.27231 -1.991 -0.391 -0.475 0.4983
C 2.65459 -0.22944 -3.01469 -0.568 -0.120 0.836 -0.0787
H -1.98041 -1.23344 1.43431 0.767 0.649 0.655 0.4806
H 3.55159 -0.74344 -3.34369 -0.006 0.048 -0.569 0.1869
H -1.42441 -3.52144 -2.76269 0.039 0.818 0.080 0.1613
H -0.76641 -2.63844 -0.73869 0.203 -0.237 0.380 0.4714
C -1.28441 -1.40044 -2.06469 0.259 0.404 -1.273 -0.0930
H 1.19659 -1.04444 -4.42269 0.145 0.297 0.530 0.1620
C 1.57359 -0.05644 -4.07769 -0.790 -0.898 0.112 -0.0752
H -2.96041 -2.24344 -4.04769 1.545 0.031 -0.399 0.4714
H -1.22541 3.18856 -1.35869 0.038 0.035 -0.412 0.1778
H -1.87841 1.16356 3.39331 -0.651 -0.973 -1.045 0.1673
O 2.15859 0.57956 -5.16869 1.268 1.078 1.170 -0.7103
O -1.23141 -1.02144 2.04531 -0.774 -2.214 -0.603 -0.7457
C 0.66959 -2.16544 2.96831 0.146 -1.063 2.125 -0.0902
O 2.97359 0.27256 0.62431 0.140 0.155 1.245 -0.9638
H 1.06659 -3.00144 3.55631 -0.644 -0.763 -0.387 0.1853
H -2.35341 2.37256 5.32531 1.074 0.555 -1.104 0.4748
Ag 0.76259 -0.15144 0.59931 -1.133 0.285 -0.739 0.9004
```
Forces are in eV/Å.

charge = +1



5.
This record from the Open Molecules 2025 dataset describes an isolated ion of composition C4H10NO and charge +1. The level of theory is ωB97M-V with the def2-TZVPD basis set.

The geometry in XYZ format:
```
16
Properties=species:S:1:pos:R:3:forces:R:3:nbo_charge:R:1
H -1.34078 1.84743 -0.99682 -0.039 0.175 0.111 0.2275
H 2.35825 1.57730 0.19026 3.136 -0.087 0.733 0.5281
H 2.76614 -0.78028 0.60774 -2.033 -0.089 -0.637 0.2757
H -2.01796 -0.58269 -0.78385 -0.041 -0.064 0.538 0.2469
O 1.48298 1.49912 -0.06459 -2.352 1.278 -0.908 -0.5860
H -0.32484 2.23119 0.45591 -0.927 0.867 -0.206 0.2338
C 1.67137 -0.90441 0.23720 1.011 -1.256 2.243 -0.7409
H 1.09368 -1.67712 0.89736 1.103 1.798 -0.791 0.2830
H -1.92834 1.57936 0.63861 -2.206 -0.139 1.463 0.2293
C 0.93447 0.35709 0.04442 -3.076 -2.225 1.306 0.7179
C -1.14345 -0.85210 -0.17982 -1.453 -2.847 0.348 -0.4445
N -0.41531 0.31160 0.08694 3.642 1.922 -0.957 -0.3081
C -1.10266 1.59599 0.03678 2.689 0.206 -1.098 -0.4097
H -1.42614 -1.36802 0.78740 -0.066 0.549 -1.119 0.2386
H 1.68078 -1.41904 -0.68553 0.406 -0.526 -1.367 0.2766
H -0.63443 -1.60231 -0.80541 0.205 0.439 0.342 0.2318
```
Forces are in eV/Å.

SMILES string = CC(O)=[N+](C)C
charge = +1
ΔE to the lowest compared entry with this formula, charge and spin = 20.7 kcal per mole



6.
This record from the Open Molecules 2025 dataset describes a 2-piece molecular cluster, C3H13N3 overall. The level of theory is ωB97M-V with the def2-TZVPD basis set.

The geometry in XYZ format:
```
19
Properties=species:S:1:pos:R:3:forces:R:3:nbo_charge:R:1
H -3.37061 3.83323 2.21525 0.367 0.539 0.342 0.2162
H 1.50526 -2.56616 -1.60550 -0.336 0.679 0.317 0.3717
C 2.69779 -2.61314 -3.20544 -0.781 -1.102 -0.972 -0.0396
H -3.61059 0.70034 2.64166 0.032 0.083 0.234 0.3592
H -2.98713 0.69156 1.15428 0.459 0.238 -0.070 0.3690
H 2.24146 -2.24464 -4.18451 0.314 0.175 1.332 0.1497
H 2.30171 -3.63746 -3.11796 0.056 -0.036 -0.157 0.1369
H -1.72765 1.60112 3.38507 0.474 -0.048 0.197 0.1608
C -2.09812 2.09025 2.48737 0.751 1.159 1.161 -0.2105
N 2.28044 -2.02334 -1.94016 1.103 -0.270 -1.056 -0.8540
N 4.13607 -2.63565 -3.41668 0.513 0.389 0.537 -0.8494
H -1.20212 2.21777 1.85509 -0.759 -0.066 -0.250 0.1885
H 2.20223 -1.01925 -1.94481 -0.417 -0.067 0.134 0.3707
H -2.11063 4.12905 3.61333 0.133 0.024 -0.745 0.2102
H 4.61634 -2.89358 -2.55686 -0.229 0.076 -0.064 0.3578
C -2.73279 3.45229 3.01849 -0.415 -2.541 0.115 -0.6229
H -3.39211 2.96142 3.75821 -0.305 0.860 -0.135 0.1937
N -3.15809 1.27936 1.95432 -0.737 -0.248 -0.849 -0.8642
H 4.40854 -3.32320 -4.11112 -0.223 0.155 -0.072 0.3563
```
Forces are in eV/Å.

SMILES string = CCN.NCN
ΔE to the lowest compared entry with this formula, charge and spin = 22.3 kcal per mole



| no. | HOMO-LUMO gap (Eh) |
| --- | --- |
| 1 | 0.408 |
| 2 | 0.426 |
| 3 | 0.266 |
| 4 | 0.355 |
| 5 | 0.421 |
| 6 | 0.367 |